(1)
This record from the OMol25 dataset describes a molecular structure, C25H34AuFN6OSSi at a distorted geometry. The level of theory is ωB97M-V/def2-TZVPD.

```
70
Properties=species:S:1:pos:R:3:forces:R:3:mulliken_charge:R:1
Au 0.0102 0.0700 -0.0857 0.5 0.9 -0.3 0.88
C 3.9529 1.4813 -1.1666 -0.3 -0.9 0.2 -0.98
Si 3.0868 -0.2215 -1.1093 0.8 0.3 -2.3 0.18
C 4.2309 -1.7426 -1.0987 -0.5 0.6 0.3 -1.06
C 1.8779 -0.3572 -2.5758 0.6 0.0 0.7 -1.06
N 2.0428 -0.2228 0.3235 -1.4 -0.6 1.3 -0.32
C 2.4883 -0.1918 1.5738 -0.2 0.1 -0.3 0.65
C 3.8575 -0.0143 1.9175 0.5 0.1 0.5 0.03
C 4.2800 0.0492 3.2202 0.4 0.0 -0.7 -1.16
C 3.3739 -0.0753 4.2723 -0.6 0.0 -0.3 -0.22
C 2.0270 -0.2836 3.9930 -0.2 -0.1 0.0 -0.81
C 1.6130 -0.3433 2.6875 -1.4 -0.3 0.5 0.78
F 0.3016 -0.5819 2.4502 1.2 0.2 0.4 -0.23
H 4.3763 1.6364 -2.1537 0.0 0.0 -0.2 0.41
H 4.7641 1.5623 -0.4507 0.2 0.0 0.1 0.40
H 3.2550 2.2884 -0.9594 -0.2 0.1 0.0 0.29
H 4.8325 -1.7526 -2.0044 0.0 0.1 -0.2 0.38
H 3.6577 -2.6662 -1.0756 -0.1 -0.1 0.0 0.35
H 4.9106 -1.7533 -0.2526 0.1 0.0 0.1 0.38
H 2.4476 -0.3768 -3.4989 0.2 0.0 -0.2 0.41
H 1.1911 0.4816 -2.6462 -0.1 0.2 0.0 0.19
H 1.2934 -1.2716 -2.5429 -0.1 -0.2 0.1 0.29
H 4.5674 0.0855 1.1194 0.2 0.1 -0.1 0.34
H 5.3266 0.2040 3.4263 0.1 0.0 0.0 0.46
H 3.7083 -0.0080 5.2938 0.0 0.0 0.2 0.45
H 1.2941 -0.4034 4.7751 -0.1 0.0 0.1 0.49
C -6.5725 4.6391 -1.4800 -0.4 -0.1 0.4 -1.46
C -5.2286 5.1990 -1.7489 0.8 0.2 -0.3 0.73
C -4.1891 4.3993 -2.2394 -0.7 0.5 0.4 -1.05
C -2.9416 4.9227 -2.4965 0.3 0.8 -0.1 -0.02
C -2.6935 6.2863 -2.2748 -1.5 -0.9 0.3 0.43
N -1.4884 6.8945 -2.5494 1.4 0.7 -0.1 -0.06
C -0.2818 6.3624 -2.9879 -1.1 0.6 0.2 0.25
O 0.4009 6.9388 -3.7876 0.6 0.1 -0.3 -0.61
N 0.1127 5.1398 -2.4712 0.5 -0.7 -0.1 -0.02
C -0.1690 4.5128 -1.2724 -0.1 -0.1 0.3 -0.26
C -0.7475 5.1375 -0.1642 0.1 -0.2 0.1 -0.26
C -0.9803 4.3901 0.9762 0.1 -0.2 -0.2 -1.01
C -0.6566 3.0402 0.9902 -0.2 0.3 0.4 -0.26
N -0.0850 2.4585 -0.0546 0.0 -0.9 0.2 -0.06
C 0.1645 3.1597 -1.1445 0.0 0.5 -0.5 -0.27
C -3.7342 7.0936 -1.7796 0.8 -0.3 -0.1 -0.67
C -4.9683 6.5571 -1.5153 -0.2 -0.7 -0.1 -0.76
H -6.7180 3.6833 -1.9741 -0.1 -0.1 -0.1 0.36
H -7.3491 5.3339 -1.7898 -0.1 -0.1 -0.1 0.40
H -6.6962 4.4915 -0.4059 -0.1 -0.1 0.0 0.29
H -4.3763 3.3549 -2.4384 -0.1 -0.1 0.0 0.35
H -2.1772 4.2911 -2.9196 0.1 0.0 -0.1 0.63
H -1.5385 7.8926 -2.7339 0.1 -0.3 -0.2 0.26
H 0.8901 4.7496 -2.9910 -0.2 0.2 0.0 0.24
H -0.9825 6.1901 -0.1739 0.0 0.0 -0.1 0.60
H -1.4139 4.8458 1.8507 -0.1 0.0 0.1 0.46
H -0.8424 2.4206 1.8535 -0.1 0.0 0.1 0.50
H 0.6553 2.6458 -1.9591 0.0 -0.1 -0.2 0.48
H -3.5489 8.1435 -1.6104 0.0 0.2 0.0 0.41
H -5.7548 7.1882 -1.1285 -0.1 0.1 0.0 0.42
C -2.5756 -3.9958 -1.6773 -0.1 -0.4 -0.4 -1.00
N -2.3569 -2.6967 -1.0681 0.0 -0.1 0.1 -0.13
C -2.3777 -1.4969 -1.6177 0.0 0.2 0.1 0.62
S -2.3024 -0.1216 -0.5454 0.4 0.4 0.4 -0.44
N -2.5144 -1.2055 -2.8997 0.0 0.1 0.1 -0.16
C -2.6760 -2.0646 -4.0570 0.0 -0.5 -0.3 -1.00
H -2.4020 -4.7600 -0.9257 0.0 0.0 0.0 0.35
H -1.8871 -4.1676 -2.4991 0.0 0.0 0.0 0.33
H -3.6009 -4.0959 -2.0318 0.0 0.0 0.0 0.35
H -2.2928 -2.6970 -0.0585 0.0 0.2 -0.2 0.27
H -2.5144 -0.2138 -3.0905 0.0 -0.1 0.2 0.21
H -3.4755 -2.7850 -3.9106 0.0 0.0 -0.1 0.33
H -1.7509 -2.5882 -4.2926 0.0 0.0 0.0 0.33
H -2.9326 -1.4398 -4.9067 0.0 0.0 0.0 0.36
```
Forces are in eV/Å.

Calculated values
HOMO-LUMO gap in eV: 2.49
E_LUMO in eV: -9.422
HOMO energy in hartree: -0.438
Total charge: +2


(2)
This record from the OMol25 dataset describes a molecular structure, C25H34AuN2O5 at a distorted geometry. The level of theory is ωB97M-V/def2-TZVPD.

```
67
Properties=species:S:1:pos:R:3:forces:R:3:mulliken_charge:R:1
Au 0.9205 0.0373 0.1727 0.1 0.5 -0.1 1.52
O 1.0047 4.0959 2.0746 0.0 -0.3 0.2 -0.48
C 0.9062 2.7963 1.8607 0.0 0.1 -0.5 0.69
O 0.7595 2.3299 0.7363 0.1 0.1 0.7 -0.35
C 0.9492 2.0135 3.1517 0.1 -0.1 -0.3 -0.89
O 1.2180 0.6657 2.9331 0.5 -0.5 0.1 -0.36
C 2.6206 0.3265 3.0284 -0.6 0.1 -0.2 -0.58
C 3.4354 0.6091 1.7718 0.4 0.2 -0.9 0.69
O 4.5560 1.0612 1.8961 -0.7 -0.4 -0.2 -0.65
O 2.9084 0.2844 0.5835 0.4 0.3 1.1 -0.85
H 0.9600 4.5701 1.2360 -0.1 0.2 -0.3 0.39
H -0.0389 2.0923 3.5944 -0.3 0.1 0.1 0.44
H 1.6598 2.4821 3.8299 0.1 0.1 0.1 0.41
H 2.6582 -0.7431 3.2284 0.0 0.0 0.0 0.36
H 3.0926 0.8573 3.8484 0.0 0.1 0.2 0.42
C -2.6948 0.1729 2.4725 0.0 0.0 0.1 -1.23
C -3.4239 -0.0659 1.1450 0.0 0.3 0.0 0.98
C -4.9272 -0.2459 1.3738 0.0 0.0 0.0 -1.88
C -3.1043 1.0628 0.1625 0.2 -0.2 0.1 0.29
C -3.9202 2.1864 0.1280 -0.1 0.0 0.0 -0.52
C -3.6483 3.2529 -0.7143 -0.1 0.0 0.0 -1.66
C -2.5442 3.2198 -1.5457 0.0 0.2 -0.1 -0.55
C -1.6773 2.1357 -1.5436 0.2 -0.1 -0.1 1.06
C -0.5412 2.0800 -2.5665 -0.2 0.2 0.0 0.63
C -1.1342 2.0712 -3.9860 0.0 -0.1 0.0 -1.59
C 0.4664 3.2350 -2.4252 -0.2 -0.1 -0.1 -1.34
C -1.9689 1.0773 -0.6726 0.0 -0.2 -0.1 -0.50
N -1.0476 -0.0346 -0.6576 -0.2 0.0 0.5 0.68
C -1.4210 -1.2038 -1.0503 0.1 0.0 -0.2 0.54
C -0.4796 -2.2813 -1.0057 -0.3 0.0 -0.1 -0.02
C -0.6315 -3.6455 -1.4519 -0.3 0.5 0.1 -1.62
C 0.5759 -4.2087 -1.2697 0.6 -0.1 0.2 -0.46
C 1.4664 -3.1689 -0.6920 0.2 -0.4 -0.1 -0.56
N 0.7960 -2.0398 -0.5484 -0.7 -0.2 -0.2 -0.23
C 2.9099 -3.3142 -0.3495 0.2 0.0 0.0 2.73
C 3.7074 -2.3536 -1.2631 -0.1 0.1 -0.1 -1.44
C 3.3801 -4.7529 -0.5683 0.0 0.0 0.0 -2.34
C 3.1283 -2.9158 1.1235 -0.1 -0.1 0.1 -1.55
H -3.0404 -0.5318 3.2359 0.1 0.1 -0.1 0.46
H -2.8890 1.1889 2.8308 0.0 -0.1 0.0 0.32
H -1.6158 0.0340 2.3559 0.0 0.1 0.0 0.14
H -3.0520 -1.0046 0.7520 0.1 -0.2 -0.2 0.22
H -5.3355 0.5517 2.0012 0.0 -0.1 -0.1 0.37
H -5.1099 -1.1905 1.8920 0.0 0.1 0.0 0.47
H -5.4823 -0.2604 0.4319 0.0 0.0 0.1 0.39
H -4.7991 2.2249 0.7624 0.1 0.0 -0.1 0.30
H -4.3199 4.1036 -0.7385 0.1 0.0 0.0 0.41
H -2.3594 4.0475 -2.2256 0.0 -0.1 0.1 0.42
H -0.0013 1.1438 -2.4349 0.1 -0.1 0.0 0.04
H -1.5723 3.0439 -4.2279 0.0 -0.1 0.0 0.34
H -1.9143 1.3086 -4.1007 0.1 0.1 0.0 0.36
H -0.3470 1.8685 -4.7177 -0.1 0.0 0.1 0.46
H -0.0529 4.1962 -2.3753 0.1 -0.1 0.0 0.30
H 1.1259 3.2579 -3.2978 -0.1 0.0 0.1 0.45
H 1.0869 3.1317 -1.5383 0.0 0.0 0.1 0.20
H -2.4115 -1.3574 -1.4681 0.0 0.0 0.0 0.58
H -1.5365 -4.0942 -1.8456 0.2 0.1 0.1 0.51
H 0.8620 -5.2297 -1.4892 0.0 0.2 0.1 0.59
H 3.5752 -2.6091 -2.3202 0.0 0.0 0.1 0.41
H 4.7685 -2.4433 -1.0186 -0.1 0.0 0.0 0.41
H 3.4069 -1.3138 -1.1051 0.1 -0.2 0.0 0.22
H 3.2978 -5.0554 -1.6160 0.0 0.0 0.1 0.46
H 2.8214 -5.4625 0.0504 0.1 0.1 -0.1 0.44
H 4.4303 -4.8235 -0.2858 0.0 0.0 0.0 0.45
H 2.8756 -1.8690 1.2813 0.0 -0.2 0.0 0.18
H 4.1828 -3.0564 1.3738 -0.1 0.0 0.0 0.46
H 2.5293 -3.5409 1.7970 0.1 0.1 -0.1 0.44
```
Forces are in eV/Å.

Calculated values
HOMO-LUMO gap (alpha / beta) in eV: 7.94 / 5.94
E_LUMO (alpha / beta) in eV: -3.611 / -6.020
HOMO energy (alpha / beta) in hartree: -0.424 / -0.440
Spin multiplicity: 3
Total charge: +1


(3)
This record from the OMol25 dataset describes 6 unconnected molecules or ions with the total composition C25H34BN8O2 at a distorted geometry. The level of theory is ωB97M-V/def2-TZVPD.

```
70
Properties=species:S:1:pos:R:3:forces:R:3:mulliken_charge:R:1
N -0.4671 -0.7863 2.2124 -1.7 0.8 0.0 -0.50
C -0.9185 0.6585 2.4011 -0.9 -1.0 0.9 -0.49
C -2.5252 0.5506 2.5759 2.0 1.1 0.4 0.55
C -3.0170 0.3582 3.9880 -3.9 -0.2 -1.9 -0.36
C -4.5263 0.2055 4.1453 3.8 0.4 -3.7 -0.42
C -5.2063 0.2801 2.7933 0.9 0.4 1.4 0.23
B -6.8316 0.0870 2.7451 -2.2 -0.6 0.3 0.44
O -7.7481 1.0560 2.2716 1.7 -2.6 0.6 -0.46
O -7.3254 -1.1638 3.2796 1.6 1.8 -1.9 -0.50
N -4.5127 0.5048 1.6157 -2.0 -0.3 1.0 0.39
N -3.2184 0.6530 1.3830 0.4 -0.6 4.3 -0.79
H -1.1377 -1.1409 1.5002 0.9 0.1 0.3 0.20
H -0.7798 -1.2622 3.0804 0.6 0.1 -0.6 0.31
H -0.4384 0.9915 3.3879 -0.8 -0.1 -1.6 0.32
H -0.6170 1.3042 1.5220 -0.5 -0.8 1.1 0.23
H -2.2942 0.3299 4.8545 -0.9 0.1 -1.2 0.38
H -5.0601 0.0252 5.1200 0.6 0.3 -1.4 0.40
H -8.5867 0.5601 2.1170 0.4 0.7 0.3 0.35
H -6.7588 -1.8833 2.9146 -0.6 0.4 0.8 0.33
H -5.0922 0.5697 0.7551 0.5 0.0 0.7 0.33
N 4.3389 2.0404 -0.0001 -0.2 -0.2 0.6 0.00
C 3.4365 3.0500 0.2069 0.0 0.0 -0.1 -1.58
C 2.2703 2.4888 0.6655 0.0 0.2 0.0 -0.02
C 2.4783 1.0892 0.7436 0.1 -0.2 0.0 0.13
C 3.7647 0.8433 0.3294 0.1 0.0 -0.1 -1.14
H 5.2793 2.1606 -0.3407 -0.1 0.0 0.1 0.29
H 3.7012 4.0771 0.0082 -0.1 -0.1 -0.2 0.89
H 1.3682 3.0269 0.9179 0.1 0.0 0.0 0.45
H 1.7668 0.3436 1.0676 0.1 0.0 0.0 0.44
H 4.3185 -0.0784 0.2402 -0.1 0.1 0.0 0.39
N -1.0207 -3.8592 0.3615 -0.1 0.0 -0.1 0.13
C -0.3962 -3.7283 -0.8515 0.1 0.0 -0.1 -0.21
C -0.4810 -4.9335 -1.5029 0.1 0.3 -0.1 -0.69
C -1.1876 -5.8239 -0.6549 -0.1 0.0 0.3 -0.73
C -1.5103 -5.1329 0.4868 -0.1 -0.1 0.1 -0.41
H -1.1067 -3.1340 1.0508 0.1 -0.2 -0.1 0.15
H 0.0542 -2.7921 -1.1439 0.0 -0.1 0.0 0.45
H -0.0806 -5.1510 -2.4817 0.0 0.0 0.1 0.45
H -1.4328 -6.8557 -0.8583 0.1 0.1 0.0 0.49
H -2.0429 -5.4364 1.3751 0.1 0.0 -0.1 0.39
N -3.2777 -5.7501 -3.1754 -0.1 0.0 -0.1 0.03
C -3.8903 -6.9620 -3.3499 0.0 0.0 0.0 -0.44
C -4.1232 -7.1300 -4.6930 0.0 -0.2 0.2 -0.46
C -3.6276 -5.9792 -5.3541 0.1 0.2 0.0 -0.50
C -3.1092 -5.1466 -4.3927 0.0 0.0 0.0 -0.39
H -2.9939 -5.3634 -2.2896 0.1 -0.1 -0.1 0.24
H -4.1083 -7.5980 -2.5057 0.0 0.0 -0.1 0.37
H -4.5965 -7.9866 -5.1490 0.1 0.1 0.0 0.40
H -3.6473 -5.7822 -6.4155 0.0 0.0 0.1 0.40
H -2.6373 -4.1790 -4.4696 0.0 -0.1 0.0 0.37
N 3.3828 2.8061 -3.9686 0.1 0.0 -0.1 0.01
C 3.9046 2.8449 -5.2343 0.0 0.0 0.0 -0.46
C 5.2687 2.7284 -5.1338 -0.1 0.0 -0.2 -0.51
C 5.5817 2.6093 -3.7567 -0.1 0.0 0.2 -0.49
C 4.3978 2.6575 -3.0619 0.0 0.1 0.0 0.35
H 2.4054 2.8752 -3.7405 0.2 0.0 0.0 0.20
H 3.2619 2.9531 -6.0943 0.1 0.0 0.1 0.39
H 5.9643 2.7278 -5.9594 -0.1 0.0 0.1 0.40
H 6.5646 2.4997 -3.3224 -0.1 0.0 -0.1 0.37
H 4.1910 2.6008 -2.0060 -0.1 0.0 -0.6 -0.25
N 4.2668 5.0965 2.3797 0.1 0.0 0.2 0.16
C 4.4703 6.3407 1.8452 0.0 0.0 0.0 -0.25
C 4.6670 7.2202 2.8815 0.0 0.1 -0.2 -0.56
C 4.5849 6.4783 4.0857 0.0 -0.2 0.1 -0.55
C 4.3402 5.1705 3.7447 0.0 0.0 0.0 -0.39
H 4.0909 4.2551 1.8491 0.0 0.2 0.3 0.35
H 4.4562 6.4929 0.7765 0.0 0.0 0.1 0.31
H 4.8509 8.2795 2.7836 0.0 -0.1 0.0 0.39
H 4.6936 6.8586 5.0903 0.0 0.0 -0.1 0.39
H 4.2111 4.2892 4.3540 0.0 0.1 0.0 0.35
```
Forces are in eV/Å.

Calculated values
HOMO-LUMO gap in eV: 3.80
E_LUMO in eV: -5.790
HOMO energy in hartree: -0.353
Total charge: +1
Energy above the lowest of the compared OMol25 structures with the same formula, charge and spin in kcal/mol: 62.7


Result set for E: -2299.55629; -1594.17034; -1586.10520 Eh, one per record in the order listed.